1.
Entry from the Open Molecules 2025 dataset: a cluster of 3 separate species, C26H31BrF13INO6S2 in total in a non-equilibrium geometry (ωB97M-V/def2-TZVPD).

Geometry as ORCA input:
```
! wB97M-V def2-TZVPD RIJCOSX def2/J DEFGRID3
* xyz 1 1
C 3.185 1.883 3.338
C 3.104 2.975 2.074
C 3.240 4.526 2.585
O 2.060 5.370 2.351
C 0.810 4.727 2.785
C 0.395 4.424 4.353
I 1.697 4.956 6.035
C -1.063 3.718 4.752
C -2.070 3.359 3.503
C -3.592 2.694 3.703
C -3.535 1.135 4.207
C -3.933 0.020 3.074
F -4.223 0.564 1.727
F -5.215 -0.619 3.555
C -2.846 -1.247 2.979
F -3.612 -2.393 2.360
F -2.461 -1.653 4.352
C -1.591 -0.943 1.968
F -1.991 -1.220 0.538
F -1.295 0.539 1.996
C -0.176 -1.681 2.390
F 0.829 -1.237 1.353
F 0.354 -1.119 3.688
C -0.232 -3.319 2.376
F -1.085 -3.907 1.313
F -0.703 -3.914 3.682
C 1.305 -3.900 2.146
F 1.317 -5.331 2.624
F 1.663 -3.975 0.683
F 2.333 -3.197 2.948
C -1.551 3.705 1.970
N -0.187 4.361 1.665
C 0.073 4.637 0.184
C 0.407 3.298 -0.701
O 1.654 3.068 -1.192
Br -1.009 1.948 -1.121
H 2.143 1.418 3.603
H 3.725 2.360 4.277
H 3.871 0.985 2.956
H 2.192 2.757 1.374
H 4.076 2.737 1.422
H 4.124 5.012 1.945
H 3.626 4.502 3.690
H -1.361 3.527 5.877
H -4.066 3.316 4.604
H -4.282 2.897 2.780
H -4.275 1.035 5.118
H -2.443 0.918 4.609
H -2.311 3.410 1.101
H 0.846 5.523 0.040
H -0.960 5.062 -0.238
C 2.963 -5.825 -2.915
C 2.715 -4.447 -2.304
C 3.967 -3.605 -2.549
S 4.716 -4.247 -4.039
O 5.996 -4.830 -3.696
O 4.566 -3.276 -5.104
C 3.545 -5.565 -4.296
H 2.043 -6.415 -2.971
H 3.684 -6.378 -2.301
H 1.854 -3.979 -2.795
H 2.488 -4.513 -1.235
H 3.720 -2.550 -2.692
H 4.687 -3.713 -1.734
H 4.049 -6.435 -4.720
H 2.777 -5.201 -4.985
C -2.231 -0.725 -4.661
C -3.310 -0.887 -5.730
C -3.932 0.488 -5.966
S -2.662 1.684 -5.578
O -3.082 2.440 -4.417
O -2.218 2.323 -6.800
C -1.429 0.503 -5.067
H -1.596 -1.613 -4.587
H -2.700 -0.561 -3.683
H -2.853 -1.250 -6.658
H -4.069 -1.617 -5.431
H -4.244 0.615 -7.006
H -4.779 0.665 -5.299
H -0.832 0.915 -4.252
H -0.792 0.289 -5.930
*
```



2.
Entry from the Open Molecules 2025 dataset: the ion C5H7Br3N2 with charge +2 in a non-equilibrium geometry (ωB97M-V/def2-TZVPD).

Geometry as ORCA input:
```
! wB97M-V def2-TZVPD RIJCOSX def2/J DEFGRID3
* xyz 2 1
C 0.722 0.267 -1.057
N -0.114 -0.385 -0.043
C -0.688 0.431 1.015
C 0.778 -1.386 0.446
Br 2.572 -0.733 1.563
N 0.378 -2.581 0.266
C -0.897 -2.546 -0.403
Br -1.758 -4.177 -0.761
C -1.215 -1.259 -0.741
Br -2.779 -0.545 -1.534
H 1.632 0.451 -0.568
H 0.783 -0.439 -1.822
H 0.391 1.183 -1.472
H 0.111 1.067 1.640
H -1.286 1.233 0.651
H -1.267 -0.133 1.732
H 0.707 -3.465 0.677
*
```

Properties
Relative energy (zero: lowest compared OMol25 entry of this formula, charge and spin)   68.0 kJ/mol
SMILES string   C[N+]1(C)C(Br)=[NH+]C(Br)=C1Br



3.
Entry from the Open Molecules 2025 dataset: a cluster of 3 separate species, C28H22NO5PSi in total in a non-equilibrium geometry (ωB97M-V/def2-TZVPD).

Geometry as ORCA input:
```
! wB97M-V def2-TZVPD RIJCOSX def2/J DEFGRID3
* xyz 0 1
O 4.740 -0.886 0.670
C 3.775 -0.278 1.080
C 3.289 -0.467 2.478
C 3.967 -1.335 3.322
C 3.546 -1.493 4.634
C 2.449 -0.782 5.107
C 1.759 0.074 4.264
C 2.172 0.230 2.948
C 1.413 1.138 2.050
O 0.439 1.740 2.466
C 1.902 1.343 0.664
C 1.218 2.213 -0.175
C 1.681 2.437 -1.460
C 2.828 1.795 -1.912
C 3.506 0.916 -1.083
C 3.044 0.682 0.205
H 4.823 -1.883 2.953
H 4.078 -2.167 5.292
H 2.131 -0.899 6.134
H 0.902 0.624 4.627
H 0.328 2.714 0.182
H 1.152 3.115 -2.113
H 3.188 1.983 -2.915
H 4.396 0.412 -1.434
O -1.813 -4.830 -1.192
C -2.481 -3.886 -0.823
C -3.951 -3.850 -1.068
C -4.560 -4.922 -1.708
C -5.929 -4.920 -1.910
C -6.698 -3.847 -1.472
C -6.095 -2.768 -0.848
C -4.720 -2.762 -0.649
C -4.084 -1.585 0.009
O -4.745 -0.618 0.324
C -2.618 -1.631 0.273
C -2.009 -0.561 0.917
C -0.652 -0.594 1.201
C 0.097 -1.711 0.836
C -0.500 -2.775 0.183
C -1.858 -2.739 -0.107
H -3.959 -5.757 -2.043
H -6.402 -5.758 -2.406
H -7.770 -3.852 -1.621
H -6.688 -1.929 -0.511
H -2.601 0.299 1.200
H -0.194 0.265 1.714
H 1.156 -1.752 1.062
H 0.086 -3.639 -0.102
N 0.235 4.883 -4.070
P 1.806 5.605 -3.980
O 2.816 4.316 -4.266
Si 2.017 6.219 -1.801
H -0.008 4.526 -3.147
H -0.422 5.647 -4.210
H 3.669 4.485 -3.844
H 2.324 7.663 -1.724
H 0.714 6.041 -1.110
H 3.111 5.512 -1.091
*
```

Properties
Relative energy (zero: lowest compared OMol25 entry of this formula, charge and spin)   0.0 kJ/mol
SMILES string   O=C1c2ccccc2C(=O)c2ccccc21.O=C1c2ccccc2C(=O)c2ccccc21.NP(O)[SiH3]



4.
Entry from the Open Molecules 2025 dataset: a structure of composition C6H16O3 in a non-equilibrium geometry (ωB97M-V/def2-TZVPD).

Geometry as ORCA input:
```
! wB97M-V def2-TZVPD RIJCOSX def2/J DEFGRID3
* xyz 0 1
C 0.764 0.889 1.857
C 2.453 0.036 0.856
C 2.070 -1.140 -0.026
O 0.515 1.781 0.949
O -0.055 -0.167 1.987
O 1.263 1.273 3.064
H 1.575 1.083 0.597
H 0.129 -0.618 2.823
H 1.566 2.187 2.973
H 3.214 0.679 0.388
H 2.883 -0.275 1.807
H 2.918 -1.807 -0.204
H 1.277 -1.728 0.438
H 1.694 -0.807 -0.995
C -1.441 -0.186 -1.322
C -2.136 -1.157 -2.276
C -2.349 0.952 -0.861
H -0.557 0.236 -1.810
H -1.076 -0.727 -0.445
H -2.704 1.539 -1.712
H -2.485 -0.642 -3.175
H -3.008 -1.615 -1.800
H -1.467 -1.961 -2.590
H -1.814 1.615 -0.180
H -3.228 0.562 -0.342
*
```

Properties
Relative energy (zero: lowest compared OMol25 entry of this formula, charge and spin)   246.1 kJ/mol



| no. | Kohn-Sham gap (eV) |
| --- | --- |
| 1 | 6.4 |
| 2 | 7.6 |
| 3 | 7.0 |
| 4 | 9.4 |